The following is a DFT calculation (ωB97M-V/def2-TZVPD) of a 13-piece molecular cluster, C30H91N5O18 overall at a distorted geometry.

## Properties
- orbital gap (eV) = 7.94
- relative energy (zero: lowest compared OMol25 entry of this formula, charge and spin) (kcal/mol) = 13.6
- E_HOMO (eV) = -8.23
- E_tot (eV) = -76883.551

Last column: Löwdin charge in e.
Atoms and positions in Å:
1 C -19.665230 -21.069194 -1.267767  -0.12
2 O -19.204881 -21.741881 -0.118105  -0.20
3 C -20.324971 -22.372096 0.527478  -0.20
4 C -19.895235 -22.790556 1.925435  -0.20
5 N -20.902166 -23.545815 2.693014  -0.04
6 C -20.374438 -23.611637 4.068688  -0.20
7 C -21.399439 -24.199117 5.030444  -0.21
8 O -20.792483 -24.556701 6.256152  -0.21
9 C -21.639504 -25.131555 7.225256  -0.10
10 H -20.146040 -21.720165 -2.009165  0.09
11 H -18.819459 -20.670599 -1.832616  0.09
12 H -20.334687 -20.228445 -1.067359  0.08
13 H -20.655678 -23.201001 -0.102282  0.12
14 H -21.139474 -21.657277 0.684448  0.11
15 H -19.673390 -21.883433 2.499896  0.09
16 H -18.974154 -23.378026 1.875980  0.12
17 H -21.762514 -22.999079 2.629105  0.06
18 H -20.089705 -22.611967 4.417735  0.11
19 H -19.443670 -24.178162 4.044815  0.12
20 H -21.896058 -25.054029 4.560341  0.08
21 H -22.170047 -23.459300 5.279320  0.13
22 H -21.058995 -25.091408 8.146615  0.10
23 H -21.793944 -26.206647 7.078467  0.07
24 H -22.618889 -24.651000 7.248219  0.08
25 C -16.466944 -20.720666 2.286059  -0.13
26 O -15.240091 -21.059940 2.854019  -0.18
27 C -14.930447 -22.448337 2.757858  -0.22
28 C -13.914128 -22.731072 3.814109  -0.21
29 N -12.570414 -22.330700 3.352189  -0.05
30 C -11.512211 -22.674351 4.321558  -0.20
31 C -11.381404 -21.652538 5.465621  -0.23
32 O -11.085061 -20.414858 4.834102  -0.19
33 C -10.673486 -19.456195 5.785579  -0.12
34 H -16.549152 -21.097125 1.259961  0.09
35 H -16.547388 -19.639012 2.120547  0.07
36 H -17.342651 -20.949758 2.903439  0.08
37 H -14.611780 -22.770742 1.762284  0.13
38 H -15.831531 -23.055446 2.915901  0.12
39 H -13.831939 -23.801414 4.012088  0.12
40 H -14.227508 -22.151493 4.690609  0.12
41 H -12.546010 -21.311598 3.334887  0.10
42 H -10.581202 -22.670145 3.754159  0.11
43 H -11.752129 -23.643112 4.764468  0.11
44 H -10.586612 -21.955938 6.149062  0.12
45 H -12.343464 -21.679360 5.987580  0.12
46 H -9.807739 -19.817791 6.362521  0.08
47 H -11.476504 -19.164139 6.460435  0.09
48 H -10.185550 -18.630427 5.262684  0.09
49 C -18.452379 -17.286558 -2.230455  -0.10
50 O -17.364812 -16.869192 -1.453989  -0.20
51 C -16.752397 -17.833210 -0.633001  -0.24
52 C -15.498923 -17.243248 -0.043902  -0.20
53 N -14.695287 -16.710507 -1.129266  -0.07
54 C -13.372895 -16.216624 -0.793426  -0.21
55 C -12.733736 -15.600734 -2.033464  -0.21
56 O -13.481967 -14.413446 -2.324409  -0.21
57 C -12.814418 -13.574717 -3.236506  -0.13
58 H -19.077234 -17.870939 -1.536382  0.07
59 H -18.141117 -17.905564 -3.081426  0.09
60 H -19.010997 -16.439306 -2.622721  0.09
61 H -16.496790 -18.735907 -1.213212  0.12
62 H -17.495836 -18.276534 0.046319  0.10
63 H -14.889910 -18.034095 0.394832  0.12
64 H -15.794162 -16.496713 0.704798  0.12
65 H -15.193486 -16.024615 -1.679108  0.10
66 H -12.729830 -17.027845 -0.442071  0.12
67 H -13.456108 -15.464161 0.002358  0.12
68 H -12.929895 -16.278843 -2.866787  0.13
69 H -11.700423 -15.331682 -1.812765  0.12
70 H -12.308258 -14.159249 -4.019642  0.08
71 H -11.961491 -13.051528 -2.783195  0.08
72 H -13.552090 -12.911054 -3.675145  0.09
73 C -19.813374 -18.962272 2.122366  -0.10
74 O -20.568412 -17.784317 2.291770  -0.17
75 C -21.957218 -17.996655 2.401616  -0.24
76 C -22.663455 -16.640316 2.203348  -0.19
77 N -22.375434 -15.986732 0.926909  -0.06
78 C -22.768016 -16.736639 -0.254187  -0.21
79 C -24.188254 -16.329425 -0.610318  -0.22
80 O -24.634992 -16.995436 -1.784152  -0.19
81 C -25.626522 -17.969793 -1.552155  -0.12
82 H -18.819068 -18.836481 2.547619  0.08
83 H -19.802735 -19.140308 1.039278  0.08
84 H -20.139874 -19.926869 2.529997  0.07
85 H -22.204920 -18.390873 3.396541  0.12
86 H -22.349832 -18.737391 1.692620  0.10
87 H -22.371018 -16.001730 3.032744  0.12
88 H -23.713693 -16.951174 2.216068  0.11
89 H -21.378675 -15.803655 0.962262  0.11
90 H -22.613031 -17.818175 -0.205767  0.11
91 H -22.171521 -16.323769 -1.073542  0.12
92 H -24.261548 -15.257898 -0.794664  0.13
93 H -24.861685 -16.526131 0.234325  0.11
94 H -26.070937 -18.321256 -2.477148  0.08
95 H -26.354148 -17.562134 -0.841120  0.08
96 H -25.231111 -18.852463 -1.024915  0.08
97 C -22.272404 -27.248081 4.071347  -0.14
98 O -22.445898 -28.611923 3.756942  -0.18
99 C -21.196495 -29.293741 3.833232  -0.22
100 C -21.363561 -30.648957 3.185814  -0.21
101 N -21.394645 -30.536162 1.731424  -0.06
102 C -21.801997 -31.782534 1.082369  -0.22
103 C -22.090980 -31.538006 -0.388422  -0.26
104 O -23.259690 -30.787612 -0.486562  -0.18
105 C -23.583062 -30.358844 -1.791875  -0.10
106 H -21.720392 -27.193677 5.020572  0.08
107 H -23.210237 -26.724641 4.244276  0.09
108 H -21.706386 -26.755917 3.274314  0.07
109 H -21.013613 -29.398277 4.915516  0.12
110 H -20.329919 -28.711735 3.499745  0.11
111 H -22.325106 -31.053455 3.526489  0.12
112 H -20.527874 -31.272453 3.508583  0.12
113 H -22.108544 -29.854163 1.486742  0.10
114 H -22.665408 -32.246481 1.582579  0.12
115 H -20.985496 -32.500716 1.207806  0.12
116 H -22.077344 -32.532549 -0.861194  0.12
117 H -21.215480 -31.035852 -0.823843  0.13
118 H -24.666100 -30.262758 -1.862081  0.09
119 H -23.113756 -30.975066 -2.557668  0.09
120 H -23.246063 -29.325680 -1.963362  0.08
121 O -24.170777 -26.152953 9.127117  -0.06
122 H -25.119825 -26.316084 9.083324  0.04
123 H -24.098074 -25.217569 9.348444  0.04
124 O -24.228912 -28.209559 6.491447  -0.05
125 H -24.829090 -27.728780 7.068312  0.02
126 H -23.515913 -28.494689 7.073572  0.04
127 O -18.566467 -22.483550 6.931203  -0.06
128 H -18.899588 -21.908307 7.627542  0.03
129 H -19.289793 -23.102943 6.752760  0.00
130 O -18.751123 -24.380512 -1.487546  -0.04
131 H -19.543523 -24.928683 -1.499620  0.05
132 H -19.014625 -23.579801 -1.013048  0.00
133 O -18.619005 -22.701885 -4.379153  -0.06
134 H -18.568993 -23.640087 -4.589182  0.03
135 H -18.304331 -22.644720 -3.469339  0.01
136 O -19.145524 -26.512796 2.136049  -0.04
137 H -19.722109 -26.926415 1.482411  0.06
138 H -19.735088 -26.258135 2.855528  0.01
139 O -16.680554 -25.442112 0.670748  -0.07
140 H -17.497596 -25.598585 1.165595  -0.02
141 H -16.971689 -25.324530 -0.242005  0.01
142 O -23.561159 -22.309723 2.068588  -0.05
143 H -23.948414 -21.796567 2.788406  0.05
144 H -24.316388 -22.671642 1.590300  0.06

Forces on atoms 1 to 3 (eV/Å):
C 0.446 0.360 -1.188
O -0.871 -0.179 0.087
C 0.339 0.281 0.800